[1]
Formula: C2H4NP
Source: the Open Molecules 2025 dataset
Level of theory: the ωB97M-V functional and the def2-TZVPD basis

Geometry as XYZ:
```
8
Properties=species:S:1:pos:R:3:mulliken_charge:R:1
C -1.09058 -1.06849 0.49093 -0.338
C -1.46990 0.31460 -0.23863 -0.263
N -0.16201 -0.25141 0.13010 0.180
P 1.53517 -0.20407 0.07140 -0.116
H -1.97610 1.39254 -0.13566 0.229
H -1.69507 -0.00462 -1.28349 0.166
H 1.73978 0.52359 1.28097 0.073
H 1.43038 1.05017 -0.49449 0.070
```

E_LUMO	0.912	eV
multiplicity	1
energy relative to the best compared isomer or geometry (same formula, charge and spin)	349.6	kJ/mol
charge	0

[2]
Formula: C3H7NO2
Source: the Open Molecules 2025 dataset
Level of theory: the ωB97M-V functional and the def2-TZVPD basis

Geometry as XYZ:
```
13
Properties=species:S:1:pos:R:3:mulliken_charge:R:1
N 0.04001 1.78480 1.25851 -0.384
C 0.49335 1.04697 0.21377 0.524
O 0.78162 1.56592 -0.85326 -0.620
C 0.48568 -0.46596 0.36373 -0.347
C -0.53340 -0.92050 -0.68449 -0.474
O -0.24833 -2.22012 -1.15827 -0.501
H -0.17739 1.39754 2.15995 0.198
H -0.10667 2.76708 1.08460 0.228
H 0.26277 -0.81215 1.38106 0.246
H 1.46262 -0.85926 0.06891 0.246
H -1.54631 -0.88236 -0.25161 0.222
H -0.43617 -0.17755 -1.48887 0.345
H -0.47778 -2.22442 -2.09402 0.318
```

E_LUMO	0.875	eV
multiplicity	1
energy relative to the best compared isomer or geometry (same formula, charge and spin)	75.2	kJ/mol
charge	0
SMILES	NC(=O)CCO

[3]
Formula: C31H32BaN7O2S
Source: the Open Molecules 2025 dataset
Level of theory: the ωB97M-V functional and the def2-TZVPD basis

Geometry as XYZ:
```
74
Properties=species:S:1:pos:R:3:mulliken_charge:R:1
Ba -0.21853 -0.22915 1.14891 1.329
C -3.79649 -3.50725 2.51017 -0.603
C -2.47968 -3.80636 2.20573 -0.597
C -1.83612 -3.17065 1.14812 0.249
C -2.51371 -2.22723 0.37233 -0.911
C -3.84122 -1.92092 0.69869 -0.020
C -4.47536 -2.55661 1.75082 -0.882
N -1.80234 -1.49307 -0.59298 0.463
C -2.10717 -1.60541 -1.87609 0.498
C -3.03532 -2.58777 -2.36926 -0.788
C -3.32657 -2.70695 -3.69183 -0.624
C -2.74083 -1.86055 -4.66783 -0.884
C -1.86053 -0.91629 -4.25340 -0.266
C -1.50692 -0.75122 -2.88036 -0.254
N -0.64148 0.26073 -2.67811 -0.947
N -0.20185 0.52609 -1.50821 1.053
C 0.64669 1.64900 -1.47788 -0.099
C 0.98527 2.44866 -2.57514 -0.607
C 1.82122 3.52252 -2.36271 -0.488
C 2.30121 3.78597 -1.08006 -0.758
C 1.91551 2.94323 -0.05992 -0.532
N 1.10894 1.89418 -0.24707 0.312
H -4.30033 -4.02052 3.31984 0.499
H -1.94873 -4.55547 2.78128 0.532
H -0.81222 -3.42105 0.88966 0.605
H -4.36705 -1.18197 0.10580 0.593
H -5.50622 -2.31635 1.97825 0.412
H -3.49253 -3.26222 -1.65849 0.382
H -4.02251 -3.47609 -4.00483 0.403
H -2.99202 -1.97151 -5.71273 0.377
H -1.38387 -0.24256 -4.95355 0.455
H 0.58710 2.21034 -3.54903 0.480
H 2.10018 4.16134 -3.19082 0.410
H 2.95141 4.62531 -0.87948 0.434
H 2.26122 3.10360 0.95618 0.411
C 3.09651 -4.06536 0.77253 -1.226
C 2.75840 -2.60107 0.76045 0.217
O 1.58988 -2.21748 0.80225 -0.137
N 3.78809 -1.73666 0.70058 -0.058
C 3.61952 -0.29235 0.60028 -0.732
C 3.53341 0.40015 1.94320 0.471
C 4.65177 1.00547 2.49754 -0.726
C 4.54209 1.63027 3.73057 -0.485
C 3.31432 1.63097 4.36841 -0.813
C 2.24639 1.00766 3.74220 -0.234
N 2.34367 0.40403 2.55541 0.560
H 2.56100 -4.54759 -0.04390 0.304
H 2.73264 -4.49918 1.70349 0.229
H 4.16194 -4.26272 0.67657 0.384
H 4.71899 -2.11300 0.64821 0.277
H 2.72199 -0.08474 0.01882 -0.282
H 4.47060 0.09887 0.04473 0.656
H 5.59381 0.99345 1.96502 0.478
H 5.40025 2.11174 4.18035 0.431
H 3.17574 2.10867 5.32794 0.468
H 1.26431 0.99601 4.20534 0.270
C -3.45628 2.10248 1.16783 -0.830
O -2.37989 1.32233 0.64823 0.034
H -4.40920 1.58457 1.04928 0.286
H -3.50502 3.07730 0.68120 0.286
H -3.26548 2.24032 2.22934 0.221
H -2.54703 1.08882 -0.27324 0.129
S -1.53173 0.16008 4.14316 -0.388
C -1.23970 -1.42345 4.65120 0.353
N -2.22841 -2.09787 5.30085 0.065
C -2.13026 -3.36330 5.76966 -0.356
C -0.97663 -4.06292 5.61197 -0.674
C 0.09145 -3.42642 4.94827 -0.427
C -0.03191 -2.14793 4.48200 -0.151
H -3.09931 -1.59302 5.40577 0.261
H -3.00697 -3.75666 6.26278 0.424
H -0.89279 -5.06950 5.99064 0.444
H 1.02514 -3.95737 4.81297 0.434
H 0.79577 -1.65245 3.99135 0.200
```

E_LUMO	-2.586	eV
multiplicity	1
energy relative to the best compared isomer or geometry (same formula, charge and spin)	0.0	kJ/mol
charge	+1

[4]
Formula: C4H13N3O
Source: the Open Molecules 2025 dataset
Level of theory: the ωB97M-V functional and the def2-TZVPD basis

Geometry as XYZ:
```
21
Properties=species:S:1:pos:R:3:mulliken_charge:R:1
C 1.43865 -0.12500 -1.19384 -0.763
C 0.48172 -1.69413 -0.66007 -0.433
N 2.23753 0.64858 -0.28540 -0.544
N -0.63210 -1.95025 -1.46559 -0.479
H 3.00782 0.10599 0.08691 0.239
H -1.34829 -1.23384 -1.42728 0.263
H 1.68204 0.98811 0.49338 0.261
H -0.43141 -2.22723 -2.41958 0.212
H 0.65697 0.49763 -1.63481 0.320
H 2.05833 -0.47887 -2.01908 0.431
H 1.24106 -2.47420 -0.71804 0.387
H 0.39492 -0.81516 0.03585 0.089
C -0.97036 0.27972 2.32286 -0.649
C -1.04772 1.74165 0.47652 0.113
O -0.39657 1.36572 1.57873 -0.335
N -2.02211 1.10141 -0.00584 -0.636
H -2.52454 1.63143 -0.70992 0.223
H -0.53567 2.59857 0.02857 0.447
H -0.29005 0.09788 3.15074 0.232
H -1.96682 0.55771 2.66701 0.311
H -1.03340 -0.61574 1.69887 0.312
```

E_LUMO	0.952	eV
multiplicity	1
energy relative to the best compared isomer or geometry (same formula, charge and spin)	392.8	kJ/mol
charge	0

[5]
Formula: C3H8N4
Source: the Open Molecules 2025 dataset
Level of theory: the ωB97M-V functional and the def2-TZVPD basis

Geometry as XYZ:
```
15
Properties=species:S:1:pos:R:3:mulliken_charge:R:1
C -1.82017 -1.22797 -1.73104 -0.439
N -0.47330 -1.33801 -1.52645 -0.871
N 0.05353 -0.79045 -0.53981 0.434
C -0.58747 -0.33527 0.69618 -0.037
N 0.18471 0.28990 1.60133 -0.546
N 1.39748 0.69901 0.83064 -0.351
C 1.04660 2.15264 0.59945 -0.643
H -2.47556 -0.47608 -1.29696 0.291
H -2.15209 -1.74705 -2.67758 0.258
H 1.16603 -0.88159 -0.34102 0.350
H -1.54640 -0.70206 1.06510 0.472
H 2.07384 0.74936 1.64610 0.293
H 1.95443 2.44498 0.20863 0.333
H 0.18160 2.28049 -0.17614 0.211
H 0.82737 2.77234 1.62436 0.246
```

E_LUMO	0.685	eV
multiplicity	1
energy relative to the best compared isomer or geometry (same formula, charge and spin)	517.5	kJ/mol
charge	0
SMILES	C=NN/C=N\NC

[6]
Formula: C2H8NO2
Source: the Open Molecules 2025 dataset
Level of theory: the ωB97M-V functional and the def2-TZVPD basis

Geometry as XYZ:
```
13
Properties=species:S:1:pos:R:3:mulliken_charge:R:1
C 0.56564 -2.26148 1.28841 -0.477
O 0.61869 -1.83440 -0.11661 -0.544
H -0.27647 -1.70716 1.72164 0.202
H 0.21602 -3.33773 1.27124 0.166
H 1.58531 -2.18671 1.64305 0.219
N -0.98940 2.61375 -0.43889 -0.716
C -0.71932 0.99822 -0.35681 -0.211
O 0.52905 0.59871 -0.54109 -0.851
H -0.11588 3.09102 -0.16209 0.251
H -1.21141 2.93248 -1.37248 0.188
H -1.06053 0.69497 0.70715 0.080
H -1.43732 0.57529 -0.92903 0.293
H 0.96625 -0.89328 -0.13522 0.399
```

E_LUMO	4.291	eV
multiplicity	1
energy relative to the best compared isomer or geometry (same formula, charge and spin)	145.9	kJ/mol
charge	-1